87
Properties=species:S:1:pos:R:3:mulliken_spin:R:1 method="wB97M-V/def2-TZVPD" molar_mass_g_mol=1001.9 s2=3.9670 e_lumo_ev="-4.173 / -4.284" homo_ev="-9.7201 / -10.4780" spin_multiplicity=4 total_charge=+1
N 1.38045 1.59654 -0.82689 -0.091
H 2.52528 1.11058 1.66877 0.015
C 1.03349 0.09546 5.63834 0.001
H 0.38891 -2.92939 -0.67003 0.006
C -2.25516 2.16887 -6.71936 -0.002
H 2.53797 -0.39182 7.08694 0.000
C 3.33866 -0.28299 5.09890 0.005
H -2.70885 3.19418 -3.02673 0.000
N 1.60263 0.88405 2.02691 0.027
H 3.24092 4.18829 -3.00279 -0.001
C -1.71903 -0.96650 -3.37968 -0.021
C 3.06573 0.02811 3.77620 0.006
C -1.45671 1.61839 4.36580 -0.006
C -3.60320 2.21388 -4.72028 -0.004
C 1.78150 0.37433 3.39324 0.012
O 2.67154 -6.97044 0.98419 0.000
N 0.98619 -4.66935 2.59631 0.196
C 2.32631 -0.20958 6.04172 -0.007
H 0.13304 3.14857 -0.22622 0.014
H 0.98204 -5.29542 -0.38053 0.003
C -3.44507 1.89037 -6.05728 0.004
H -0.59501 3.70129 -4.19815 0.002
H 5.11135 -4.25265 -0.04231 0.000
O 4.33681 -6.89806 -0.49104 0.000
N -4.88668 1.87101 -4.15005 0.024
C 0.99124 2.90391 -0.83808 -0.031
C -2.00630 0.61537 -1.16585 -0.004
H -3.26822 2.67342 1.17331 0.000
C -2.07106 1.37152 0.02234 0.017
H 0.22654 0.11446 6.36084 0.005
H -3.59823 -0.22760 -4.03339 0.001
N -1.14058 -2.52652 5.84767 0.162
C 3.43890 -6.34796 0.07769 -0.001
C 1.75902 -4.54218 -0.36462 0.005
H -4.26348 1.40178 -6.57367 0.000
C -2.57482 2.88093 -4.05280 0.006
C 1.42225 -3.21344 -0.53041 0.014
H -4.46093 0.77368 3.03256 0.001
C 0.43262 -3.73086 2.97641 -0.054
H 0.16229 -1.50609 -2.45735 -0.008
C 3.08133 -4.91015 -0.16313 -0.004
N -0.88829 -0.17246 -1.29834 -0.006
H 4.34325 -0.55963 5.39066 0.000
C -1.39487 3.18196 -4.70990 -0.005
N -5.06820 1.89519 -2.91366 -0.014
C -0.74121 -0.91465 -2.38595 0.040
C -2.65317 -0.35372 2.81544 0.018
H -5.07323 2.81951 -0.57078 -0.001
N 2.06543 -0.85585 -0.62005 -0.026
C 0.73341 0.35560 4.30329 0.021
C -4.20061 2.19774 -0.73142 -0.019
H 4.52051 -1.85484 -0.27497 -0.002
C -0.68836 0.55248 3.90521 -0.017
H -0.98963 2.38213 4.97681 0.000
C -0.24197 -2.58720 3.43962 0.372
H 3.97133 1.81137 -2.97901 0.001
Re 0.46891 0.09625 0.27137 2.016
C 1.64240 3.84316 -1.58858 -0.033
C -1.30683 -0.41611 3.13065 -0.014
H 3.86219 0.00779 3.03755 -0.001
Br 0.37987 3.19919 -6.92118 0.001
C 2.45979 1.22856 -1.57384 -0.041
H -3.10074 -1.14564 2.22637 0.002
C -1.23786 2.80887 -6.03842 0.004
C 2.80951 -0.14141 -1.43169 -0.096
C -0.72993 -2.56115 4.76876 -0.048
H -1.58087 -1.62623 -4.22514 0.001
C 2.72876 3.45865 -2.38880 -0.018
C -2.80500 1.70461 4.04359 0.004
C 3.13563 2.15022 -2.37902 -0.027
C 4.08042 -3.95086 -0.17787 0.002
C 2.41775 -2.25508 -0.48604 0.022
H 1.09408 1.76713 2.10581 0.002
H 2.09776 -6.33218 1.45209 0.001
C -2.83452 -0.17875 -3.27104 0.031
H -2.12620 1.89519 -7.75803 0.000
N -0.50855 -1.49023 2.64764 0.376
H -3.38811 2.54444 4.40295 0.000
O -0.14757 -1.52557 1.31061 0.082
C -2.98946 0.68349 -2.16470 -0.006
C -3.40724 0.71466 3.27471 -0.001
C -3.18810 2.12337 0.24315 0.040
H 3.62856 -0.58546 -1.98475 -0.007
O -1.02614 1.29578 0.87183 0.031
C -4.08359 1.58599 -1.95842 0.029
H 1.30792 4.87075 -1.55586 0.000
C 3.74910 -2.61506 -0.32815 -0.006

117
Properties=species:S:1:pos:R:3:mulliken_spin:R:1 method="wB97M-V/def2-TZVPD" molar_mass_g_mol=1045.1 s2=15.7594 e_lumo_ev="1.962 / 1.962" homo_ev="-3.5369 / -3.5868" spin_multiplicity=8 total_charge=-1
C 1.18009 -5.21258 2.19723 0.000
H -3.82366 7.19170 5.75435 0.000
S -2.79655 4.08898 5.12421 0.000
C 2.21003 2.85631 -2.99014 0.005
C -0.04768 -3.47281 1.01667 0.005
H -2.58082 -3.54364 -2.97229 0.001
H 2.93092 2.51066 -5.56719 0.000
H -0.68210 -5.51936 -0.65689 0.000
N 0.17791 -2.29558 0.35517 -0.007
C 4.02824 -3.65627 -2.20459 0.000
H 2.50441 -2.63540 0.03416 0.000
S -4.32079 -0.59361 -1.13085 -0.005
H -4.40022 -1.52455 1.24999 0.000
C -1.54029 4.72703 -2.09569 0.004
H 1.84531 -6.09250 2.12127 0.000
H 1.11334 2.96419 -3.20096 0.002
H 3.06138 -2.63271 2.14480 0.000
C 2.19708 0.32029 -3.00448 0.012
H -0.13630 2.84846 3.38144 0.000
N 1.46693 0.08762 -1.94105 -0.029
H -0.46091 4.60597 -1.90794 -0.001
B 1.65869 -1.70089 -0.05600 -0.042
H -2.38676 -1.66205 3.55309 0.000
H -4.79172 -1.73962 2.95836 0.000
H -1.34215 -2.68968 -2.03284 0.004
H -1.54880 -3.99089 2.61279 0.000
H 1.47201 1.57553 -5.38969 0.000
H 0.12739 4.16015 1.21381 0.000
H 4.05365 -3.42157 -1.11648 0.000
C -3.84283 5.07323 6.20576 0.000
H -4.66463 4.41975 6.57323 0.000
C 2.53021 1.59554 -5.14269 0.000
S -2.72319 4.62904 2.16897 0.000
H 0.88179 4.28396 3.61538 0.000
N 1.66844 -1.31600 -1.62312 0.020
C 0.94996 3.55436 0.83778 -0.009
N -1.53262 2.55792 -3.30547 -0.003
S -4.38584 1.36587 -0.67982 0.002
H 1.64869 4.19352 0.27650 0.000
H 0.30728 -5.49145 2.83557 0.000
H 5.57437 -2.55999 1.98666 0.000
H -3.22926 5.37407 7.05619 0.000
S -2.62246 -1.89402 -5.47505 0.000
C 0.92839 3.18091 3.40332 0.000
H -1.74911 5.74412 -2.46720 0.000
H -1.56688 0.49252 2.84411 -0.005
H 0.88583 -3.91241 -1.59499 -0.001
C 2.67189 -0.91531 -3.56498 -0.002
C -2.54741 0.16828 2.52821 0.021
H 3.83708 1.50290 -3.46288 0.000
C 2.65475 -3.40689 -2.79768 0.001
S -3.06494 4.32319 -4.49197 0.000
O -2.88961 1.68613 -0.57624 0.008
H 4.27706 -4.71826 -2.31375 0.000
C -2.48229 -0.20462 -5.69161 0.000
Eu -1.08184 0.56831 -0.91129 6.981
C 2.79460 -0.59136 2.03642 0.001
C -1.57343 -2.00502 1.72167 0.005
C 2.67952 0.64700 2.68757 0.002
N -4.06225 6.03051 4.01249 0.000
H -4.33296 6.68357 3.27079 0.000
O -4.91091 1.53153 0.67445 -0.001
H -2.82838 0.65051 1.56788 -0.008
N -1.69177 -0.46821 -3.51482 0.008
C 1.63517 2.89709 2.04764 -0.002
H 2.72580 -3.49071 -3.87449 0.000
H -1.16856 -5.82953 0.99386 0.000
N 1.44672 0.72782 0.80274 0.002
H 3.29092 -1.03131 -4.46870 0.000
C -2.64223 -1.33852 2.50772 -0.008
H -5.40120 6.44704 5.54354 0.000
C -1.14289 -3.30885 1.86419 -0.005
N -0.85276 -1.38945 0.74467 -0.001
H 4.39040 -0.79396 4.24148 0.000
C -1.97689 -1.69469 -3.85239 -0.004
H -2.62941 0.35099 -6.63680 0.000
C -0.27072 -5.77452 0.33376 0.000
H 4.29005 -2.60155 4.33747 0.000
H -0.93666 -3.54559 -3.63259 0.000
C 2.30259 -1.91332 -2.68702 0.005
C -1.66484 -2.93237 -3.05250 0.003
H 1.59825 -4.57235 0.25731 0.000
H 3.09571 0.97911 3.64060 0.000
O -5.03655 1.95443 -1.80442 0.000
H 4.88567 -1.53523 0.68733 0.000
C 3.63251 -1.75479 2.46133 0.000
C -2.07981 0.41291 -4.53192 0.001
H 0.13775 -6.79793 0.25843 0.000
C 1.88577 1.43644 1.83682 0.011
C -1.96125 3.78491 -3.19540 0.004
C -4.32348 6.25202 5.42441 0.000
H -3.67921 2.39565 -5.89858 0.000
C -4.04431 -1.94981 2.19723 0.000
N 2.05362 -0.54369 0.91014 0.003
H 5.55779 -0.79706 2.16277 0.000
C 0.72655 -4.77586 0.84646 0.000
H 2.38234 2.87046 -1.92316 -0.002
H 4.82970 -3.07736 -2.74674 0.000
H 2.04219 -5.27211 -1.83222 0.000
C 3.79171 -1.67991 3.94308 0.000
C 4.98274 -1.64480 1.77333 0.000
H 3.05038 0.72606 -5.59583 0.000
H 0.50998 2.87743 0.08025 0.027
H -3.96416 -3.05166 2.07454 0.000
C -2.99779 2.69667 -5.09783 0.000
H 1.41750 2.66434 4.24367 0.000
H 2.83651 -1.62937 4.52637 0.000
H 0.95925 -4.72012 -3.14110 0.000
C 1.57355 -4.36612 -2.30739 0.000
H 1.73413 -4.45665 2.75347 0.000
C -2.21934 1.88753 -4.32498 0.003
H -3.25378 0.48191 3.31383 0.000
H 2.76408 3.68725 -3.42558 0.000
H -2.12545 4.47870 -1.15819 0.000
H 2.64168 3.31074 2.14739 0.000
C 2.73677 1.57905 -3.60719 -0.004
C -3.21244 5.04427 3.69955 0.000